18
Properties=species:S:1:pos:R:3:lowdin_charge:R:1 method="wB97M-V/def2-TZVPD" gap_ev=5.7 homo_energy_ev=-13.783 e_lumo_ev=-8.1038 charge=+1 de_lowest_kj_mol=785.1
O -0.9358 1.1563 -1.9426 0.12
C -0.4847 0.0019 -1.3566 -0.40
O -1.0734 -1.1284 -1.5762 0.09
C 0.5982 0.0026 -0.5136 -0.10
C 0.9991 1.3333 0.1550 -0.21
O -0.2606 1.9575 0.5141 -0.02
N 0.9022 -1.2546 0.1398 0.22
H -1.8574 1.0763 -2.3912 0.21
H 3.0615 0.1653 -0.2092 0.25
H 1.6408 1.1249 1.0055 0.09
H 1.7557 1.8560 -0.5018 0.12
H -0.0950 2.8845 0.7472 0.12
H 0.6398 -1.4200 1.2137 0.24
H 1.8133 -1.0071 0.1063 0.00
H 0.4871 -1.9987 -0.5453 0.22
H -2.5692 -1.5131 2.4873 0.09
H -2.6383 -1.7452 1.0054 0.03
O -1.9834 -1.4915 1.6622 -0.09

***

52
Properties=species:S:1:pos:R:3:lowdin_charge:R:1 method="wB97M-V/def2-TZVPD" spin_multiplicity=7 gap_ev="6.6 / 6.6" homo_energy_ev="-14.122 / -14.128" e_lumo_ev="-7.5545 / -7.5344" charge=+2 de_lowest_kj_mol=304.2
C 3.5702 6.8928 -0.1498 0.06
C 4.0111 5.5693 -0.4601 -0.02
H 4.4241 7.6090 -0.2951 0.16
H 3.2101 6.8850 0.9109 0.15
H 2.7109 7.1273 -0.8290 0.15
O 4.4741 4.5330 -0.7352 0.32
I 0.9922 3.6677 0.0949 0.19
Tb -0.1202 1.0346 0.0291 0.52
P -0.4135 1.0127 -2.6830 0.67
C 0.0404 -0.2091 -3.9474 -0.24
C -2.2228 1.1195 -2.9639 -0.24
H -2.3907 1.3968 -4.0160 0.07
H -0.2903 2.6791 -4.4285 0.06
H -2.6541 1.8873 -2.3015 0.05
H 0.0559 3.3671 -2.8004 -0.02
H -0.3531 -1.2013 -3.6711 0.03
H -2.6723 0.1387 -2.7488 0.05
C 0.2153 2.5209 -3.4737 -0.29
H -0.3889 0.1094 -4.9153 0.08
H 1.2894 2.3999 -3.6339 0.05
H 1.1409 -0.2418 -4.0150 0.06
P 1.0738 0.3947 2.5043 0.69
C 2.0369 -1.0817 2.9735 -0.26
C 2.1689 1.6965 3.1576 -0.30
H -0.8753 1.2003 3.7541 0.05
H 0.2394 0.2298 4.8022 0.07
H -0.8628 -0.5949 3.6265 0.03
C -0.2377 0.2992 3.8061 -0.27
H 1.7375 2.6712 2.9070 -0.02
H 2.2883 1.5910 4.2408 0.06
H 2.2448 -1.0715 4.0581 0.07
H 2.9878 -1.0723 2.4185 0.05
H 3.1403 1.6047 2.6631 0.05
H 1.4628 -1.9869 2.7183 0.06
C 1.3444 -0.6997 -0.6112 -0.14
O 1.9169 -1.6783 -0.8217 0.16
O -0.0114 -3.7335 -2.0066 -0.28
S -1.3616 -3.2494 -1.8475 0.69
O -2.3009 -3.3662 -2.9364 -0.26
N -1.3282 -1.6309 -1.1464 -0.12
C -1.9126 -1.6477 0.0484 -0.77
S -2.1842 -0.2431 0.9934 0.61
C -2.3001 -2.9441 0.5838 -0.25
C -2.7455 -3.3032 1.8582 -0.02
C -2.9429 -4.6454 2.1709 -0.03
C -2.7027 -5.6362 1.2044 -0.02
C -2.2589 -5.2779 -0.0855 0.00
C -2.0669 -3.9276 -0.3698 -0.22
H -2.9693 -2.5404 2.5945 0.10
H -3.2908 -4.9410 3.1548 0.12
H -2.8603 -6.6819 1.4639 0.12
H -2.0586 -6.0314 -0.8445 0.13

***

64
Properties=species:S:1:pos:R:3:lowdin_charge:R:1 method="wB97M-V/def2-TZVPD" spin_multiplicity=3 gap_ev="7.6 / 7.6" homo_energy_ev="-10.361 / -11.121" e_lumo_ev="-2.7836 / -3.5141" charge=+1 de_lowest_kj_mol=39.2
Pd -1.1798 -0.6202 -0.9303 0.99
Cl -2.3979 -4.6548 -4.8236 0.72
C -2.7073 -4.0076 -3.2571 -0.65
C -3.7777 -4.4518 -2.4971 -0.06
C -3.9688 -3.8934 -1.2447 -0.02
C -3.0943 -2.9184 -0.7984 -0.10
N -2.0672 -2.4969 -1.5433 -0.05
C -1.8771 -3.0235 -2.7525 -0.15
H -4.4423 -5.2120 -2.8832 0.12
H -4.7920 -4.2075 -0.6197 0.12
H -3.2061 -2.4505 0.1720 0.11
H -1.0482 -2.6436 -3.3361 0.11
C -2.4096 3.7893 -2.4391 -0.09
C -3.1561 3.1071 -1.4871 -0.09
C -2.7740 1.8325 -1.0873 -0.13
C -1.6426 1.2333 -1.6419 -0.28
C -0.9019 1.9233 -2.5990 -0.15
C -1.2806 3.2009 -2.9928 -0.10
H -2.7102 4.7803 -2.7532 0.10
H -4.0332 3.5699 -1.0531 0.10
H -3.3440 1.3171 -0.3217 0.09
H -0.0200 1.4740 -3.0438 0.08
H -0.6967 3.7346 -3.7320 0.10
C 0.4675 5.4302 1.0586 -0.03
C 1.0336 4.0936 1.4438 -0.24
C 1.9781 3.9829 2.4596 -0.02
C 2.5074 2.7506 2.8142 -0.04
C 2.0870 1.6206 2.1322 -0.30
C 1.1417 1.7032 1.1153 -0.06
C 0.6201 2.9367 0.7798 -0.01
S 2.7775 0.0578 2.5551 0.66
O 3.6743 0.2239 3.6542 -0.26
O 3.2889 -0.5415 1.3223 -0.35
N 1.5646 -0.9531 2.9486 -0.13
C 0.4151 -0.4883 3.7382 -0.19
C -0.8561 -1.2183 3.2788 -0.07
C -1.1164 -1.0779 1.7817 -0.66
O -2.1041 -0.4589 1.3683 -0.03
O -0.2623 -1.6099 0.9751 -0.17
H 0.6484 6.1725 1.8336 0.08
H -0.6060 5.3629 0.8845 0.08
H 0.9274 5.7895 0.1362 0.09
H 2.3040 4.8709 2.9856 0.12
H 3.2369 2.6532 3.6056 0.12
H 0.7946 0.8095 0.6066 0.08
H -0.1238 3.0038 -0.0051 0.10
H 1.2050 -1.3532 2.0692 0.06
H 0.2598 0.5862 3.6041 0.12
H 0.5973 -0.6683 4.7964 0.12
H -1.7006 -0.7952 3.8180 0.12
H -0.7906 -2.2825 3.5133 0.13
N 3.5792 -3.1084 -0.0168 0.18
C 3.1919 -2.5241 -1.3474 -0.12
C 1.6642 -2.3316 -1.4203 -0.25
N 1.2380 -0.9910 -1.7941 0.00
H 4.5552 -3.4039 0.0052 0.17
H 2.9944 -3.9072 0.2304 0.17
H 3.4438 -2.3440 0.7187 0.13
H 3.5775 -3.1733 -2.1309 0.13
H 3.6987 -1.5645 -1.4004 0.13
H 1.2203 -2.5304 -0.4422 0.09
H 1.2388 -3.0531 -2.1188 0.11
H 1.5100 -0.7389 -2.7369 0.09
H 1.6464 -0.3127 -1.1552 0.07

***

18
Properties=species:S:1:pos:R:3:lowdin_charge:R:1 method="wB97M-V/def2-TZVPD" gap_ev=9.4 homo_energy_ev=-8.651 e_lumo_ev=0.7950 de_lowest_kj_mol=16.3
C 3.4238 1.6583 0.6919 -0.42
S 1.9432 1.5243 -0.3573 0.71
C 0.6979 2.0331 0.8493 -0.45
H 3.5582 0.7331 1.2543 0.03
H 3.2970 2.4996 1.3690 0.03
H 4.2872 1.8052 0.0490 0.02
H 0.9126 3.0283 1.2083 0.03
H -0.2487 2.0356 0.3139 0.02
H 0.6077 1.3175 1.6590 0.03
N -1.7436 -1.5544 -0.8269 -0.01
C -2.7265 -2.0191 0.1368 -0.39
N -3.4623 -3.2006 -0.3099 -0.02
H -0.9965 -1.0633 -0.3464 0.05
H -2.1270 -0.8531 -1.4559 0.06
H -2.1669 -2.3274 1.0186 0.10
H -3.4760 -1.2638 0.3952 0.10
H -3.8306 -2.9944 -1.2350 0.05
H -2.7558 -3.9066 -0.4990 0.06

***

57
Properties=species:S:1:pos:R:3:lowdin_charge:R:1 method="wB97M-V/def2-TZVPD" gap_ev=7.6 homo_energy_ev=-7.361 e_lumo_ev=0.2090
C -4.1028 -0.3357 3.4799 -0.06
N -3.8255 -1.0693 2.2439 0.03
C -2.9485 -2.0619 2.0600 -0.46
O -2.8575 -2.5841 0.9558 0.06
C -2.0404 -2.5193 3.2200 -0.21
C -0.7938 -1.6167 3.3094 -0.12
C 0.0114 -1.8342 4.5996 -0.10
C 1.1812 -0.8647 4.7278 -0.57
N 1.4004 -0.2877 5.8884 0.18
O 1.9236 -0.6067 3.8001 0.05
N -1.6243 -3.9195 3.0443 0.12
C -1.6106 -4.9073 3.9385 -0.55
C -2.1420 -4.6774 5.3406 0.01
O -1.1781 -6.0075 3.6389 0.04
H -3.2099 0.1900 3.8209 0.08
H -4.8880 0.4003 3.2995 0.09
H -4.4443 -1.0190 4.2595 0.08
H -4.3549 -0.8226 1.4200 0.15
H -2.6110 -2.4182 4.1403 0.12
H -1.1033 -0.5719 3.2740 0.11
H -0.1529 -1.8043 2.4459 0.13
H -0.6528 -1.7029 5.4541 0.11
H 0.4123 -2.8472 4.6222 0.13
H 2.1993 0.3217 5.9220 0.12
H 0.8348 -0.4963 6.6885 0.11
H -1.3265 -4.1810 2.1144 0.16
H -3.1996 -4.4293 5.2884 0.08
H -2.0179 -5.5959 5.9133 0.09
H -1.5859 -3.8802 5.8236 0.06
C 1.5622 0.7600 0.9771 -0.07
C 1.3631 1.2150 -0.4454 -0.26
C 0.1302 1.1217 -1.0676 -0.08
N -0.0457 1.5003 -2.3315 0.12
C 1.0080 1.9807 -2.9722 -0.41
N 0.7463 2.2789 -4.2809 0.11
C 1.6135 2.8781 -5.2085 -0.19
C 2.7750 3.7313 -4.9764 -0.10
N 3.3152 4.1143 -6.1111 0.06
N 2.5615 3.5304 -7.0852 -0.17
C 2.8694 3.6634 -8.5128 -0.02
C 1.5161 2.7734 -6.5628 -0.23
C 0.5116 1.9745 -7.3505 -0.01
N 2.2254 2.1099 -2.4598 0.14
C 2.4054 1.7232 -1.2014 -0.08
H 2.5241 1.1043 1.3707 0.08
H 1.5420 -0.3332 1.0279 0.08
H 0.7690 1.1530 1.6206 0.08
H -0.7146 0.7198 -0.5159 0.12
H -0.1345 1.8982 -4.5967 0.13
H 3.1410 4.0215 -3.9969 0.09
H 3.6246 4.4402 -8.6631 0.09
H 1.9721 3.9432 -9.0712 0.08
H 3.2572 2.7188 -8.9030 0.08
H -0.0875 2.6386 -7.9799 0.08
H -0.1625 1.4262 -6.6869 0.07
H 1.0255 1.2516 -7.9902 0.08
H 3.3936 1.8115 -0.7601 0.12

***

17
Properties=species:S:1:pos:R:3:lowdin_charge:R:1 method="wB97M-V/def2-TZVPD" gap_ev="8.4 / 9.7" homo_energy_ev="-18.991 / -19.448" e_lumo_ev="-10.6363 / -9.7577" charge=+2 de_lowest_kj_mol=513.1
C 2.6533 -0.1289 1.6624 0.34
C 0.9090 -0.1840 1.1004 0.24
N 0.2664 0.1695 0.0832 -0.16
C 0.8358 0.4768 -1.1350 0.00
C -1.1276 0.0587 -0.0696 -0.28
C -1.5371 -1.3172 -0.3142 0.08
N -1.8620 1.0841 -0.0585 0.36
H 2.6898 0.9454 1.9848 0.09
H 3.2405 -1.0120 1.8874 0.07
H 0.2868 1.2897 -1.6551 0.15
H 1.1251 -0.3419 -1.6985 0.11
H 1.8278 0.9786 -1.0740 0.15
H -1.5832 -1.8798 0.7050 0.19
H -0.6756 -1.8389 -0.8287 0.15
H -2.5093 -1.2733 -0.7056 0.10
H -2.8903 0.9314 -0.1040 0.21
H -1.6494 2.0418 0.2201 0.20

***

Number 1: maximum force 8.95 eV/A. Number 2: maximum force 6.44 eV/A. Number 3: maximum force 1.11 eV/A. Number 4: maximum force 0.75 eV/A. Number 5: maximum force 2.12 eV/A. Number 6: maximum force 6.70 eV/A.